C26H52CuO32S7 as an isolated structure at a distorted geometry. Source: OMol25; level of theory: ωB97M-V/def2-TZVPD.

Geometry as XYZ:
```
118
Properties=species:S:1:pos:R:3:lowdin_spin:R:1
H 3.41 19.17 5.86 0.000
O 10.49 17.23 4.89 0.000
S 5.30 23.65 3.67 0.000
O 6.87 19.12 9.85 0.000
O 4.70 22.39 4.48 0.000
H 0.15 13.33 3.79 0.000
H 1.79 15.58 0.53 0.000
H 8.62 16.36 4.85 0.000
H 4.95 13.87 4.37 0.000
C 11.12 13.86 1.33 0.000
O 1.39 18.24 1.36 0.078
H 8.86 14.27 3.39 0.000
O 5.11 20.77 9.33 0.000
H 6.96 20.96 3.53 0.000
C 1.32 18.77 6.37 0.000
S 5.43 17.14 3.94 0.001
H 9.06 15.79 2.50 0.000
H 11.98 13.22 1.50 0.000
H -1.30 15.15 2.15 0.000
H 5.41 14.75 -1.07 0.000
O 11.41 18.92 6.43 0.000
O 7.87 21.89 -0.28 0.000
H -0.35 17.19 4.12 0.000
O 4.34 24.20 2.77 0.000
H -0.39 19.84 5.61 0.000
O 5.94 24.54 4.58 0.000
O 11.99 19.01 4.03 0.000
O 8.16 19.77 1.01 0.000
H 6.74 13.68 4.35 0.000
H 0.76 20.96 6.13 0.000
O 5.14 18.25 2.97 0.046
C 8.56 18.53 4.70 0.000
O 10.71 14.58 2.49 0.000
C 7.69 18.45 0.74 0.000
H 5.73 15.76 1.08 0.000
H 1.53 18.97 7.42 0.000
H 0.68 17.88 6.31 0.000
H 1.91 20.85 4.05 0.000
H 0.62 13.90 2.18 0.000
C 8.78 14.03 1.22 0.000
C 6.90 17.99 8.99 0.000
O 4.66 18.33 9.45 0.000
H 4.58 14.67 1.84 0.000
H 5.21 16.87 8.09 0.000
C 4.81 21.27 3.58 0.000
C 0.69 19.98 5.67 0.000
S 1.90 19.48 0.69 -0.004
O 1.19 20.68 1.12 0.010
H 4.70 20.31 4.08 0.000
O 6.95 19.76 -1.05 0.000
C 2.68 15.86 -0.03 0.000
C 6.54 18.63 -0.24 0.000
H 8.22 18.38 3.68 0.000
C 9.11 17.24 5.28 0.000
C 5.88 14.71 6.09 0.000
O 4.17 16.34 3.85 0.003
C 0.34 14.22 3.18 0.000
O 1.31 16.33 3.25 -0.001
C 1.46 15.03 3.82 0.000
O 3.70 16.28 0.87 -0.001
C 6.16 21.41 2.94 0.000
H 5.35 18.52 7.50 0.000
S 5.35 19.60 10.11 0.000
C 9.90 13.05 0.91 0.000
C 2.58 18.53 5.55 0.000
O 9.41 20.14 -1.09 0.000
S 6.45 12.47 7.01 0.000
H 7.08 17.09 9.59 0.000
C 5.51 17.88 8.37 0.000
O 5.67 17.65 5.29 0.002
O 3.34 19.43 1.14 0.117
O 5.94 13.95 7.35 0.000
C 1.32 19.95 4.25 0.000
H 1.39 15.06 4.92 0.000
H 5.65 18.96 0.28 0.000
H -0.27 17.25 2.37 0.000
H 8.53 17.88 0.33 0.000
H 7.70 18.06 8.26 0.000
O 1.89 19.39 -0.77 0.016
H 4.76 13.41 -0.11 0.000
H 7.76 18.95 5.30 0.000
O 6.59 16.36 3.45 0.003
O 9.66 19.46 4.77 0.000
O 5.68 12.39 5.60 0.000
S 8.20 20.52 -0.41 0.000
C 9.28 14.72 2.49 0.000
H 7.32 17.94 1.64 0.000
O 6.41 22.82 2.86 0.000
C 4.68 14.48 -0.30 0.000
H 9.95 12.76 -0.14 0.000
C -0.80 15.25 3.11 0.000
C 3.23 14.69 -0.84 0.000
O 5.88 11.53 7.91 0.000
H 5.01 15.34 6.20 0.000
C 4.73 15.33 0.97 0.000
O 7.86 12.48 6.81 0.000
H 4.01 21.25 2.83 0.000
Cu 3.15 17.70 2.47 0.731
S 11.05 18.72 5.06 0.000
H 2.46 14.70 3.55 0.000
H 3.25 14.92 -1.90 0.000
H 0.56 19.87 3.48 0.000
H 2.65 13.77 -0.75 0.000
H 8.65 14.73 0.40 0.000
O 2.16 18.80 4.22 -0.001
H 2.37 16.71 -0.65 0.000
H 11.38 14.61 0.57 0.000
H 6.20 20.93 1.96 0.000
H 7.81 13.55 1.38 0.000
C -0.10 16.60 3.23 0.000
O 5.06 19.61 11.50 0.000
C 5.84 13.67 4.96 0.000
H -1.59 15.07 3.84 0.000
H 6.34 17.68 -0.73 0.000
H 2.94 17.51 5.60 0.000
H 9.03 17.20 6.37 0.000
H 9.85 12.15 1.53 0.000
H 6.79 15.29 6.05 0.000
```

**Strongest force on any atom**: 2.57 eV/A
**LUMO (alpha / beta)**: 3.403 / 3.401 eV
**Charge**: -2
**Total energy**: -213811.82065 eV
**Gap between HOMO and LUMO (alpha / beta)**: 7.33 / 7.29 eV
**2S+1**: 2

---

A 10-piece molecular cluster, C26H52F8N6O16PS overall at a distorted geometry. Source: OMol25; level of theory: ωB97M-V/def2-TZVPD.

Geometry as XYZ:
```
110
Properties=species:S:1:pos:R:3:lowdin_spin:R:1
O 28.37 -28.37 18.39 0.000
O 26.09 -25.38 13.51 0.000
H 34.76 -27.87 17.27 0.000
C 26.18 -21.47 17.93 0.000
H 32.07 -21.62 13.79 0.000
O 29.98 -23.12 22.48 0.000
F 30.05 -21.09 17.56 0.000
H 25.73 -20.73 13.43 0.000
H 31.56 -19.38 13.07 -0.001
C 27.19 -21.56 19.05 0.000
O 25.22 -19.83 20.75 0.000
H 32.85 -22.92 12.96 0.002
C 33.38 -19.83 16.69 0.000
C 26.00 -21.33 14.29 0.000
F 31.56 -22.68 16.77 0.000
C 28.10 -24.30 12.64 0.000
O 23.98 -22.09 20.73 0.000
O 28.57 -26.32 19.28 0.000
H 27.48 -24.19 11.76 0.000
N 33.62 -26.29 16.52 0.000
C 33.79 -27.40 17.45 0.000
H 27.68 -20.62 19.32 0.000
H 32.07 -22.25 18.98 0.000
H 26.43 -20.80 17.11 0.000
H 29.31 -17.09 9.39 0.001
N 29.15 -18.22 11.16 0.006
C 29.09 -27.40 18.65 0.000
H 28.58 -23.36 12.89 0.000
C 27.02 -25.21 16.27 0.000
C 29.69 -25.66 19.77 0.000
H 32.92 -24.29 14.96 0.000
H 33.91 -18.88 16.63 0.000
O 30.44 -27.15 18.38 0.000
H 28.90 -25.04 12.54 0.000
O 35.97 -22.04 15.42 0.000
O 33.75 -19.69 11.25 0.486
O 26.44 -21.89 20.18 0.000
H 32.41 -19.84 16.21 0.000
C 35.54 -21.01 15.97 0.000
H 35.88 -19.17 17.04 0.000
C 30.34 -18.74 11.38 0.028
H 28.57 -24.33 15.09 0.000
H 30.82 -20.28 19.83 0.000
C 34.27 -20.19 12.26 0.052
C 30.53 -19.26 12.74 0.015
H 37.20 -19.61 15.82 0.000
F 29.42 -23.32 17.40 0.000
S 25.01 -21.14 20.19 0.000
O 31.32 -18.78 10.60 0.325
F 30.65 -21.10 15.43 0.000
P 30.06 -22.21 16.40 0.000
C 32.66 -21.85 12.91 0.003
H 32.35 -19.95 20.63 0.000
H 33.25 -20.13 17.73 0.000
H 26.06 -20.56 15.06 0.000
O 30.91 -21.14 21.70 0.000
H 30.17 -26.02 20.67 0.000
H 36.39 -20.20 12.14 0.000
H 33.67 -21.50 15.45 0.000
H 26.91 -24.31 16.86 0.000
O 24.96 -21.08 18.53 0.000
H 27.86 -22.39 18.85 0.000
H 30.57 -25.18 17.79 0.000
F 28.61 -21.71 15.95 0.000
C 23.04 -23.82 14.63 0.000
N 27.67 -24.79 14.99 0.000
O 31.29 -23.00 20.53 0.000
H 27.63 -25.97 16.76 0.000
H 29.48 -24.61 20.01 0.000
O 23.04 -21.39 14.42 0.000
H 33.08 -25.51 16.86 0.000
H 33.12 -28.25 17.32 0.000
H 36.99 -20.53 17.27 0.000
H 33.44 -25.12 13.41 0.000
C 23.72 -22.43 14.50 0.000
H 26.00 -22.47 17.53 0.000
F 33.34 -22.27 20.47 0.000
C 28.61 -17.67 9.98 0.001
C 30.66 -25.83 18.66 0.000
H 32.01 -21.56 12.09 0.000
H 22.02 -23.71 14.99 0.000
H 26.15 -25.82 15.99 0.000
C 33.75 -26.31 15.21 0.000
H 35.80 -19.68 13.76 0.006
C 36.44 -19.95 16.52 0.000
C 33.64 -24.94 14.46 0.000
H 29.97 -20.19 12.80 0.001
H 23.50 -24.35 15.47 0.000
H 35.68 -18.59 12.41 0.000
F 31.90 -25.59 19.10 0.000
O 34.07 -27.23 14.44 0.000
C 35.62 -19.65 12.69 0.050
F 30.18 -23.34 15.15 0.000
H 28.13 -18.37 9.30 0.000
N 33.87 -21.15 13.09 0.024
C 30.66 -22.48 21.65 0.000
H 27.87 -16.91 10.26 0.000
H 27.00 -21.65 14.01 0.000
H 28.36 -18.28 11.78 0.000
H 30.14 -18.66 13.56 0.001
N 25.07 -22.43 14.46 0.000
H 34.62 -24.49 14.62 0.000
C 32.16 -22.08 20.06 0.000
C 31.58 -20.72 20.49 0.000
N 34.18 -20.80 15.97 0.000
H 33.67 -26.99 18.45 0.000
H 34.45 -21.50 13.83 0.000
H 23.10 -24.28 13.64 0.000
C 27.12 -24.82 13.77 0.000
H 25.46 -23.36 14.36 0.000
```

**Strongest force on any atom**: 5.84 eV/A
**LUMO (alpha / beta)**: -0.620 / -5.942 eV
**Total energy**: -111372.43870 eV
**Gap between HOMO and LUMO (alpha / beta)**: 8.55 / 3.23 eV
**2S+1**: 2

---

C26H52O52S13 as an isolated structure at a distorted geometry. Source: OMol25; level of theory: ωB97M-V/def2-TZVPD.

Geometry as XYZ:
```
143
Properties=species:S:1:pos:R:3:lowdin_charge:R:1
O 26.08 13.11 -24.00 -0.209
O 27.91 5.91 -21.43 -0.225
H 21.72 14.99 -20.02 0.135
C 27.14 6.31 -18.35 -0.129
O 19.64 4.24 -30.85 -0.190
H 20.95 3.30 -29.60 0.132
H 19.84 6.22 -21.30 0.135
S 25.60 12.76 -22.70 0.658
O 14.12 4.07 -26.58 -0.240
C 23.57 8.58 -29.16 -0.158
O 23.51 10.30 -26.05 -0.230
C 19.94 14.35 -21.22 -0.175
C 20.11 7.31 -19.48 -0.194
O 24.58 2.82 -21.39 -0.214
O 21.20 6.55 -25.98 -0.225
H 21.96 14.73 -21.74 0.124
O 25.36 13.79 -21.72 -0.242
O 20.54 11.80 -22.51 -0.241
S 22.56 7.26 -19.50 0.693
H 22.97 6.47 -29.04 0.118
O 24.34 11.72 -22.73 -0.203
H 24.88 10.08 -23.86 0.097
S 19.43 9.46 -27.97 0.657
H 19.73 6.00 -28.59 0.105
O 17.33 5.38 -30.50 -0.232
H 16.54 10.73 -26.70 0.140
O 20.58 10.92 -20.15 -0.208
H 29.85 6.96 -23.10 0.140
C 21.44 14.35 -20.85 -0.144
O 17.50 2.93 -30.33 -0.235
O 18.69 4.30 -28.66 -0.216
O 15.13 5.71 -24.99 -0.192
C 17.43 10.10 -26.72 -0.181
H 15.66 7.31 -26.07 0.117
H 23.94 4.68 -21.05 0.102
H 24.47 8.22 -29.66 0.125
H 22.22 13.81 -24.53 0.130
O 21.72 6.32 -23.48 -0.210
O 16.56 4.27 -26.31 -0.167
C 23.87 3.98 -21.89 -0.170
O 19.42 5.93 -24.40 -0.219
S 22.38 8.60 -31.29 0.662
C 25.25 2.71 -25.23 -0.123
O 19.43 8.08 -27.61 -0.224
O 23.56 6.58 -18.76 -0.191
H 23.98 9.76 -22.38 0.113
C 25.91 10.40 -21.80 -0.129
H 24.53 4.37 -22.66 0.118
S 18.12 4.22 -30.18 0.693
H 29.67 6.45 -25.87 0.134
H 21.93 7.55 -28.18 0.100
O 20.54 8.14 -24.16 -0.216
H 20.51 4.72 -27.69 0.116
H 19.17 7.16 -18.94 0.146
C 22.64 7.39 -23.37 -0.156
H 19.77 14.33 -22.30 0.119
C 20.64 4.32 -29.81 -0.150
C 22.54 3.40 -22.31 -0.171
H 23.88 8.89 -28.17 0.114
O 22.97 9.52 -30.06 -0.190
S 26.74 6.54 -20.85 0.667
H 28.86 7.28 -19.23 0.129
S 20.67 6.59 -24.65 0.646
O 23.44 2.56 -19.24 -0.223
C 18.59 10.52 -25.82 -0.139
O 25.51 6.61 -21.56 -0.215
S 23.55 1.92 -20.51 0.673
O 22.25 2.32 -21.45 -0.176
O 27.02 9.89 -24.78 -0.197
O 21.80 12.98 -20.64 -0.184
H 21.73 4.13 -22.30 0.113
O 15.10 3.19 -24.53 -0.235
C 22.31 13.52 -25.57 -0.119
C 16.18 6.51 -25.56 -0.167
C 24.76 10.39 -22.82 -0.183
O 19.76 10.29 -26.63 -0.227
O 28.27 8.16 -23.44 -0.200
H 22.70 3.06 -23.33 0.123
C 29.03 7.05 -23.81 -0.229
H 27.12 3.86 -25.71 0.126
S 20.60 12.00 -21.08 0.657
H 18.02 5.69 -26.35 0.099
O 21.72 7.55 -30.26 -0.204
H 26.87 2.43 -26.61 0.134
O 25.63 3.99 -27.15 -0.184
H 27.82 8.37 -18.19 0.141
C 27.86 7.55 -18.91 -0.159
C 21.32 12.46 -26.06 -0.199
H 20.32 12.84 -26.26 0.134
H 21.69 9.28 -22.82 0.111
O 19.51 13.14 -20.64 -0.194
H 30.33 7.97 -25.32 0.134
H 22.99 7.38 -22.35 0.086
O 22.76 8.47 -20.27 -0.239
H 19.38 15.16 -20.77 0.137
O 22.00 11.94 -27.19 -0.168
O 21.83 6.23 -20.58 -0.217
O 23.54 12.82 -25.72 -0.198
O 20.17 9.89 -29.09 -0.164
O 23.39 7.92 -32.04 -0.224
O 24.37 11.79 -27.82 -0.199
C 20.44 6.17 -20.39 -0.177
C 19.94 4.93 -28.60 -0.186
H 22.16 9.22 -24.55 0.105
H 22.29 14.33 -26.29 0.140
S 24.17 4.55 -26.62 0.674
H 23.46 7.23 -24.07 0.125
H 25.53 2.38 -24.24 0.135
O 24.30 5.96 -26.49 -0.215
C 16.95 5.63 -26.53 -0.178
H 16.74 6.01 -27.53 0.132
H 16.98 9.15 -26.42 0.105
H 18.59 11.57 -25.52 0.120
O 21.20 7.45 -18.62 -0.161
C 26.33 3.27 -26.18 -0.188
H 21.47 4.89 -30.21 0.120
C 21.85 8.64 -23.68 -0.107
O 26.45 5.73 -19.47 -0.209
H 27.79 5.59 -17.85 0.135
O 24.33 3.82 -25.17 -0.232
H 26.30 6.60 -17.71 0.127
O 23.17 3.98 -27.50 -0.222
H 20.21 5.17 -19.99 0.144
S 23.48 11.57 -26.71 0.639
S 27.25 8.49 -24.70 0.673
H 21.13 11.73 -25.27 0.108
H 19.94 8.26 -20.02 0.122
O 23.82 0.52 -20.61 -0.218
S 15.14 4.19 -25.57 0.665
O 27.10 7.92 -20.05 -0.198
H 25.48 10.42 -20.80 0.137
C 29.47 7.31 -25.24 -0.136
O 26.57 11.65 -22.06 -0.192
O 28.36 8.02 -25.80 -0.186
H 18.62 10.01 -24.86 0.128
C 22.52 7.47 -29.10 -0.197
O 17.91 10.05 -28.05 -0.154
H 16.74 6.98 -24.75 0.121
O 26.13 7.59 -24.66 -0.226
H 26.63 9.59 -21.85 0.102
H 28.42 6.15 -23.71 0.109
H 24.71 1.89 -25.71 0.135
O 21.36 9.30 -32.01 -0.210
```

**Strongest force on any atom**: 2.84 eV/A
**LUMO**: -0.397 eV
**Total energy**: -275119.68760 eV
**ΔE to the lowest compared entry with this formula, charge and spin**: 2.386 eV
**Gap between HOMO and LUMO**: 10.19 eV
**2S+1**: 1

---

A 3-piece molecular cluster, C26H53Br2N5O5P overall. Source: OMol25; level of theory: ωB97M-V/def2-TZVPD.

Geometry as XYZ:
```
92
Properties=species:S:1:pos:R:3:lowdin_charge:R:1
H 0.98 -6.56 -0.09 0.083
H -3.92 3.62 -3.37 0.102
H -2.32 2.24 5.73 0.101
H -1.48 3.01 -3.14 0.070
H -2.27 2.16 2.68 0.047
H -4.49 -2.27 -1.43 0.069
C 2.36 -4.22 -1.81 -0.453
H 2.74 -1.04 -0.44 0.119
C -2.39 3.19 3.04 -0.110
H 3.47 -3.44 1.31 0.131
H -4.66 -1.26 0.02 0.105
H -1.96 1.40 -2.59 -0.007
H -4.28 5.64 -6.59 0.071
N -0.79 -4.81 -1.14 0.245
H -1.20 4.75 3.94 0.098
H -2.33 2.82 -1.61 0.074
H -0.90 2.15 6.73 0.109
H 2.14 -6.73 -1.43 0.096
H 0.66 0.70 -0.35 0.077
C 3.49 -1.65 0.08 -0.166
H 1.03 -3.22 1.98 0.170
H 0.47 3.26 5.03 0.100
C -0.15 -3.96 -0.31 -0.330
H -4.60 2.06 -5.19 0.103
H 2.71 -6.67 0.24 0.098
H -2.04 4.59 -6.54 0.105
H -5.26 -2.92 0.02 0.070
H 0.73 -1.58 -0.55 0.088
H 2.92 -2.00 2.11 0.124
C -0.55 4.89 7.12 -0.112
O 6.07 -2.12 1.31 0.161
C -3.59 2.01 -4.77 -0.229
H -0.86 5.83 7.60 0.070
O 1.73 -3.26 -2.20 0.104
O 4.41 -0.74 0.68 -0.047
C -4.46 -2.27 -0.35 -0.127
H 4.27 -3.97 -2.67 0.098
H -3.33 0.94 -4.73 0.102
H -2.69 2.22 -6.71 0.110
C 0.42 -1.91 0.45 -0.242
C -2.27 2.45 -2.63 -0.116
C -1.40 2.77 5.98 -0.228
H 2.10 0.01 2.06 0.080
C -1.07 3.72 3.61 -0.267
H -5.00 4.24 -5.81 0.065
C -3.61 2.57 -3.35 -0.263
H -4.33 4.10 -7.44 0.076
C 7.88 -1.09 -0.68 -0.079
H 8.63 -0.36 -1.02 0.079
Br -3.17 -3.86 1.67 0.840
H -4.37 2.04 -2.78 0.104
C 2.87 -2.54 1.16 -0.084
H 5.99 -0.11 -1.15 0.122
H 3.26 -5.13 -3.52 0.105
C -1.96 -2.39 -0.34 -0.757
H 0.13 5.15 6.31 0.064
C 1.42 -2.92 1.00 -0.183
O 1.23 -0.17 2.45 -0.113
C -3.14 -2.73 0.16 -0.738
H 8.31 -1.63 0.16 0.079
H -2.32 4.73 5.90 0.098
C -4.19 4.57 -6.46 -0.109
H -2.68 4.70 -4.92 0.098
H -1.21 -4.43 -1.97 0.130
C -1.76 4.11 6.62 -0.270
H 3.99 -2.25 -0.68 0.125
H 6.81 0.57 0.24 0.135
N -0.72 -2.84 0.18 -0.041
Br -1.82 -1.24 -1.82 0.933
C -2.61 2.70 -5.73 -0.230
H -0.33 1.85 4.37 0.094
H -0.90 -5.79 -0.94 0.125
N -1.32 -0.46 2.23 -0.085
C 1.97 -6.28 -0.45 0.005
H 7.71 -1.78 -1.50 0.078
C 6.60 -0.37 -0.28 -0.141
H -3.18 3.19 3.79 0.066
H -2.72 3.81 2.21 0.067
C 5.73 -1.19 0.64 -0.454
H -1.86 -1.30 2.15 -0.044
N 1.10 -4.09 0.12 0.040
H -0.33 3.75 2.80 0.099
H 0.01 4.31 7.86 0.075
C -0.51 2.87 4.74 -0.231
P 0.01 -0.41 1.46 0.500
H -1.58 2.52 -5.39 0.098
C -2.82 4.20 -5.88 -0.270
N 2.07 -4.81 -0.56 -0.037
H 4.04 -5.59 -1.98 0.085
H -2.44 3.93 7.45 0.104
C 3.55 -4.79 -2.53 0.029
O 0.10 0.81 0.43 -0.134
```

**Strongest force on any atom**: 0.96 eV/A
**LUMO**: -3.027 eV
**Charge**: +1
**Total energy**: -194878.34526 eV
**Gap between HOMO and LUMO**: 8.97 eV
**2S+1**: 1